2 unconnected molecules or ions with the total composition C6H9O5P. Source: the OMol25 dataset; level of theory: ωB97M-V with the def2-TZVPD basis set.

## Properties
* HOMO energy (alpha / beta): 0.095 / 0.375 eV
* calculated total energy: -951.49222 a.u.
* ΔE to the lowest compared entry with this formula, charge and spin: 79.7 kcal/mol
* orbital gap (alpha / beta): 5.47 / 5.20 eV
* max |F|: 0.078 hartree/bohr
* total charge: -2

The geometry in XYZ format:
```
21
Properties=species:S:1:pos:R:3:forces:R:3
C -0.58495 2.69267 -0.21781 -0.68 0.20 1.60
C -1.23655 1.56258 0.14766 -0.81 -1.67 -0.71
C 0.70376 -0.12647 1.72787 1.97 0.66 1.08
C 2.03596 -2.24741 1.05861 0.48 3.99 0.00
C 0.91599 -0.67677 -0.63566 -0.63 1.18 0.47
C 0.83079 -1.26009 0.76251 -0.02 -1.78 -1.51
O -2.54284 1.44588 -2.15563 0.42 0.02 0.68
O -2.09965 -0.87907 -1.16957 0.60 -0.88 -0.17
O 1.63785 0.19727 2.43916 -1.70 -0.06 -0.72
O -3.87937 0.58561 -0.04293 1.14 0.03 -0.85
O -0.85581 3.43209 -1.22146 0.01 0.37 -1.35
P -2.55916 0.47812 -0.79730 -0.56 2.54 1.29
H 0.04030 3.16626 0.57286 0.50 -0.38 -0.14
H 2.78058 -1.41857 1.33009 -0.02 -1.90 -0.39
H 1.69968 -2.66708 1.93665 -0.08 -1.40 2.29
H 2.38291 -3.03128 0.38505 -0.32 0.56 -0.48
H 0.86494 -1.48960 -1.30222 0.25 -0.97 -1.12
H 0.03205 -0.06195 -0.84052 0.41 -0.17 0.07
H 1.80111 -0.04964 -0.77512 0.15 -0.21 0.02
H -0.07023 -1.86541 0.81353 -0.48 0.28 -0.14
H -1.89737 2.21285 -2.01578 -0.62 -0.43 0.10
```
Positions in Å, forces in eV/Å.


2 unconnected molecules or ions with the total composition C6H9OPS. Source: the OMol25 dataset; level of theory: ωB97M-V with the def2-TZVPD basis set.

## Properties
* HOMO energy (alpha / beta): -7.810 / -7.131 eV
* calculated total energy: -1048.68429 a.u.
* ΔE to the lowest compared entry with this formula, charge and spin: 59.3 kcal/mol
* orbital gap (alpha / beta): 6.93 / 5.36 eV
* max |F|: 0.078 hartree/bohr
* total charge: 0

The geometry in XYZ format:
```
18
Properties=species:S:1:pos:R:3:forces:R:3
C 2.66911 0.43523 0.52119 0.94 1.69 -0.35
C 1.62823 -0.13759 1.29831 0.37 1.76 -0.40
C 2.84307 -0.09717 -0.73190 -2.26 -1.13 2.07
C 0.92521 -1.06522 0.58320 -0.65 -1.46 -1.38
C -1.87436 -0.64861 -1.42140 1.74 3.60 -0.53
C -2.09378 1.02431 0.78542 0.82 -0.04 0.95
O -0.10643 -1.74116 0.84666 -1.20 0.39 0.31
P -2.39073 -0.70408 0.28876 1.35 -0.98 0.47
S 1.69251 -1.34957 -1.08183 0.41 0.83 1.17
H 3.26304 1.39700 0.72618 -0.93 -1.81 0.31
H 1.22241 0.33194 2.18757 0.23 -0.42 0.15
H 3.58306 0.20197 -1.35983 1.81 0.64 -1.94
H -0.73959 -0.82665 -1.48541 -1.21 0.72 0.20
H -2.11368 0.47713 -1.81998 0.70 -2.84 0.59
H -2.23923 -1.37278 -2.07764 -1.15 -1.14 -0.84
H -1.17966 1.19402 1.48546 -1.50 -0.39 -1.22
H -3.02462 1.19605 1.33784 0.32 0.52 0.26
H -2.06457 1.68517 -0.08260 0.21 0.05 0.21
```
Positions in Å, forces in eV/Å.


A molecular structure, C6HO6Ti. Source: the OMol25 dataset; level of theory: ωB97M-V with the def2-TZVPD basis set.

## Properties
* 2S+1: 3
* HOMO energy (alpha / beta): -13.451 / -13.256 eV
* calculated total energy: -1529.66610 a.u.
* ΔE to the lowest compared entry with this formula, charge and spin: 39.1 kcal/mol
* orbital gap (alpha / beta): 6.53 / 6.32 eV
* max |F|: 0.133 hartree/bohr
* total charge: +1

The geometry in XYZ format:
```
14
Properties=species:S:1:pos:R:3:forces:R:3
O -0.07042 -2.58117 -2.88724 0.07 2.86 3.93
C -0.04436 -1.88620 -1.94938 0.06 -3.87 -5.67
Ti -0.03192 -0.68317 -0.35352 -0.54 1.72 2.72
C -0.49233 -0.13472 1.72533 -0.60 -1.88 1.74
O -0.84576 -0.64614 2.75169 0.74 1.38 -2.13
C 0.57303 1.53325 0.00433 2.09 1.29 -1.02
O 1.24374 2.48397 -0.27213 -2.12 -2.63 0.87
C -2.03632 0.02577 -0.78691 -4.84 0.46 -2.10
O -3.12439 0.28042 -1.09950 4.35 -0.73 1.46
C 1.96849 -1.10119 0.25434 3.99 -1.33 0.78
O 3.04074 -1.34322 0.59006 -3.22 0.90 -0.89
H 0.49613 0.51671 -1.43809 -0.13 0.67 0.07
O -0.47086 2.22842 2.10461 0.49 -1.97 -1.90
C -0.20577 1.30726 1.35639 -0.35 3.14 2.17
```
Positions in Å, forces in eV/Å.